A structure of composition C26H63BInO2 in a non-equilibrium geometry. Source: the Open Molecules 2025 dataset; level of theory: ωB97M-V with the def2-TZVPD basis set.

## Properties
* LUMO level: 2.0 eV

```
! wB97M-V def2-TZVPD RIJCOSX def2/J DEFGRID3
* xyz -1 1
C 0.300 1.050 1.259
C 1.577 2.018 1.701
C 2.070 3.042 0.520
C 3.462 3.849 0.830
C 3.678 4.292 2.394
C 4.343 3.110 3.348
C 4.901 3.701 4.806
In 3.014 4.453 5.902
B 3.081 6.758 5.715
O 3.825 7.268 4.529
O 2.419 7.591 6.739
C 0.962 7.470 6.403
H -0.252 1.412 0.293
H -0.444 0.985 2.185
H 0.727 -0.055 1.118
H 1.326 2.561 2.726
H 2.485 1.287 1.940
H 2.271 2.382 -0.454
H 1.158 3.754 0.238
H 4.362 3.248 0.362
H 3.401 4.864 0.205
H 4.486 5.171 2.383
H 2.709 4.785 2.880
H 5.204 2.561 2.732
H 3.558 2.267 3.649
H 5.628 4.604 4.649
H 5.332 2.840 5.483
H 1.483 3.839 5.124
H 3.041 3.898 7.608
H 3.222 7.254 3.714
H 0.333 8.234 7.059
H 0.864 7.743 5.267
H 0.559 6.379 6.639
C 0.346 0.425 -3.204
C 0.722 -0.951 -2.678
C 0.051 -2.096 -3.440
C -1.480 -2.123 -3.368
C -2.069 -2.194 -1.957
C -1.682 -3.458 -1.206
H -0.725 0.620 -3.094
H 0.882 1.201 -2.648
H 0.608 0.524 -4.262
H 0.490 -1.013 -1.609
H 1.810 -1.069 -2.763
H 0.450 -3.046 -3.069
H 0.346 -2.040 -4.496
H -1.837 -2.986 -3.945
H -1.885 -1.238 -3.873
H -3.162 -2.158 -2.036
H -1.774 -1.315 -1.374
H -2.007 -4.351 -1.751
H -2.159 -3.472 -0.221
H -0.600 -3.522 -1.051
C -0.122 0.480 5.310
C 0.472 -0.862 5.706
C 0.334 -1.932 4.620
C -1.106 -2.305 4.247
C -1.973 -2.808 5.404
C -1.453 -4.091 6.034
H -1.200 0.409 5.138
H 0.039 1.213 6.106
H 0.349 0.861 4.398
H 0.017 -1.204 6.642
H 1.540 -0.720 5.918
H 0.871 -2.830 4.941
H 0.845 -1.584 3.713
H -1.071 -3.079 3.469
H -1.600 -1.441 3.788
H -2.985 -2.994 5.024
H -2.072 -2.035 6.174
H -1.387 -4.892 5.290
H -2.129 -4.422 6.828
H -0.463 -3.951 6.479
C -1.656 -1.011 -8.237
C -2.472 -1.852 -7.269
C -2.123 -3.341 -7.317
C -2.387 -4.034 -8.659
C -3.829 -3.954 -9.165
C -4.830 -4.632 -8.243
H -1.842 -1.297 -9.277
H -1.921 0.047 -8.133
H -0.585 -1.113 -8.037
H -3.540 -1.702 -7.460
H -2.288 -1.486 -6.250
H -2.677 -3.857 -6.525
H -1.061 -3.465 -7.068
H -2.103 -5.091 -8.563
H -1.722 -3.614 -9.423
H -3.879 -4.439 -10.148
H -4.123 -2.910 -9.323
H -4.581 -5.689 -8.105
H -5.835 -4.575 -8.672
H -4.862 -4.154 -7.259
*
```

Results of the Löwdin charge analysis, in e, for atoms 1 through 2: -0.146 -0.265

A structure of composition C4H2O2 in a non-equilibrium geometry. Source: the Open Molecules 2025 dataset; level of theory: ωB97M-V with the def2-TZVPD basis set.

## Properties
* LUMO level (spin up / spin down): -1.3 / -1.2 eV

```
! wB97M-V def2-TZVPD RIJCOSX def2/J DEFGRID3
* xyz 0 1
C -0.757 -1.205 0.109
O 0.601 -1.186 0.017
C -1.017 0.183 -0.100
C 0.671 0.243 -0.126
C 1.617 1.060 0.012
O -1.873 1.009 0.019
H -1.289 -2.140 0.011
H 2.046 2.036 0.058
*
```

Results of the Löwdin charge analysis, in e, for atoms 1 through 2: 0.005 0.014

A cluster of 3 separate species, C19H39BF3N2O in total. Source: the Open Molecules 2025 dataset; level of theory: ωB97M-V with the def2-TZVPD basis set.

## Properties
* LUMO level: 2.4 eV

```
! wB97M-V def2-TZVPD RIJCOSX def2/J DEFGRID3
* xyz -1 1
C 0.770 1.794 4.423
C -0.718 1.685 4.815
C -1.589 1.022 3.738
B -3.205 1.288 3.806
C -3.754 1.769 5.294
C -5.080 2.420 5.240
N -5.234 3.680 5.392
N -3.696 2.294 2.674
C -3.108 3.321 2.463
O -2.531 4.325 2.216
C -3.954 -0.131 3.446
F -5.326 -0.074 3.331
F -3.741 -1.130 4.374
F -3.529 -0.683 2.250
H 1.058 2.824 4.224
H 1.428 1.436 5.214
H 0.986 1.202 3.536
H -0.777 1.081 5.718
H -1.085 2.679 5.051
H -1.407 -0.053 3.800
H -1.189 1.316 2.766
H -3.095 2.475 5.793
H -3.854 0.883 5.925
H -5.946 1.783 5.051
H -6.213 3.928 5.270
C -2.156 -3.083 -3.748
C -1.077 -2.083 -3.344
C -0.243 -2.536 -2.148
C -1.029 -2.738 -0.852
C -1.800 -1.509 -0.374
C -0.914 -0.305 -0.073
H -2.886 -3.229 -2.951
H -2.699 -2.739 -4.631
H -1.716 -4.055 -3.983
H -1.539 -1.116 -3.130
H -0.408 -1.919 -4.194
H 0.552 -1.807 -1.979
H 0.261 -3.476 -2.404
H -0.326 -3.040 -0.069
H -1.725 -3.574 -0.968
H -2.351 -1.769 0.529
H -2.555 -1.228 -1.115
H -0.167 -0.552 0.685
H -1.510 0.523 0.311
H -0.389 0.048 -0.966
C 3.054 -0.599 -1.630
C 3.032 -0.588 -3.156
C 4.286 -1.187 -3.791
C 5.587 -0.459 -3.452
C 5.603 1.024 -3.816
C 5.425 1.287 -5.308
H 3.866 0.012 -1.233
H 2.122 -0.204 -1.226
H 3.176 -1.616 -1.251
H 2.882 0.435 -3.512
H 2.166 -1.158 -3.502
H 4.156 -1.217 -4.877
H 4.379 -2.230 -3.471
H 6.412 -0.960 -3.970
H 5.796 -0.563 -2.384
H 6.555 1.451 -3.490
H 4.827 1.554 -3.258
H 6.201 0.782 -5.888
H 5.486 2.354 -5.527
H 4.456 0.935 -5.666
*
```

Results of the Löwdin charge analysis, in e, for atoms 1 through 2: -0.116 -0.271